# 1
Here is a structure of composition C25H26Cl2N11O2PS3SeZr at a distorted geometry from the Open Molecules 2025 dataset. Energies are from ωB97M-V with the def2-TZVPD basis set.

Results
- F_max (eV Å⁻¹) = 1.12
- energy relative to the best compared isomer or geometry (same formula, charge and spin) (eV) = 1.315
- energy (eV) = -180288.300
- lowest unoccupied orbital energy (Eh) = -0.2487
- HOMO-LUMO gap (hartree) = 0.19793

Geometry as ORCA input:
```
! wB97M-V def2-TZVPD RIJCOSX def2/J DEFGRID3
* xyz 2 1
Zr -1.2356 -0.3120 -0.0474
S 1.1522 -0.3370 -1.0669
C 2.0549 -0.3409 0.4571
N 3.3279 -0.0694 0.5551
N 3.9933 0.2560 -0.5007
C 5.3790 0.5467 -0.4567
C 6.0279 0.7592 -1.6655
C 7.3812 1.0556 -1.6673
C 8.0768 1.1378 -0.4699
C 7.4135 0.9211 0.7308
C 6.0602 0.6253 0.7498
N 1.5128 -0.7765 1.6262
N 0.2920 -1.0677 1.6576
C -0.1153 -1.6410 2.9146
C 0.5824 -1.3841 4.0912
C 0.1527 -1.9578 5.2758
C -0.9575 -2.7923 5.2987
C -1.6451 -3.0518 4.1226
C -1.2263 -2.4732 2.9343
H 3.5498 0.1910 -1.4140
H 5.4845 0.6799 -2.6010
H 7.8926 1.2162 -2.6065
H 9.1334 1.3665 -0.4717
H 7.9552 0.9812 1.6649
H 5.5389 0.4525 1.6801
H 1.4479 -0.7385 4.0724
H 0.6925 -1.7535 6.1905
H -1.2791 -3.2425 6.2278
H -2.4991 -3.7168 4.1277
H -1.7627 -2.6927 2.0226
S -1.5056 -0.5810 -2.5959
C -2.9981 0.2098 -3.0960
S -4.5077 -0.0879 -2.5281
C -2.8000 1.2214 -4.1218
C -3.8571 1.6910 -4.8390
N -4.7406 2.1103 -5.4706
C -1.5267 1.7952 -4.3440
N -0.4922 2.2950 -4.4376
Cl -2.4616 0.5322 2.5835
C -4.1939 0.0966 2.6724
Cl -4.9989 0.3723 1.1304
H -4.6407 0.7316 3.4280
H -4.2553 -0.9525 2.9386
N -2.8022 4.4285 0.0377
C -1.9588 3.7548 1.0159
P -1.0809 2.4880 0.0866
O -0.2382 1.4932 0.8709
O -2.0694 1.5697 -0.6591
C -0.0335 3.5003 -1.0103
N 0.7787 2.7382 -1.9952
H -3.5999 3.8600 -0.2180
H -5.4807 2.7894 -5.5173
H -3.1389 5.3172 0.3838
H -2.4562 3.2951 1.8753
H -1.2172 4.4543 1.4098
H 0.6394 4.0367 -0.3391
H -0.6657 4.2275 -1.5189
H 0.2685 2.6086 -2.8973
H 1.0237 1.7859 -1.6426
H 1.6399 3.2382 -2.2161
Se -4.6148 -2.6401 -0.2062
N -4.0844 -4.1448 -0.9083
C -2.7582 -4.1212 -1.0171
C -1.8801 -5.1007 -1.5609
C -0.5481 -4.8087 -1.5636
C -0.0607 -3.5658 -1.0639
N -0.8409 -2.6574 -0.5361
C -2.1611 -2.9452 -0.5090
N -2.9566 -2.0126 -0.0078
H -2.2687 -6.0290 -1.9571
H 0.1681 -5.5106 -1.9657
H 0.9942 -3.3249 -1.1225
*
```

# 2
Here is a structure of composition C25H26ClCrN4O2S2 from the Open Molecules 2025 dataset. Energies are from ωB97M-V with the def2-TZVPD basis set.

Results
- F_max (eV Å⁻¹) = 0.29
- energy relative to the best compared isomer or geometry (same formula, charge and spin) (eV) = 0.401
- energy (eV) = -99019.462
- lowest unoccupied orbital energy (spin up / spin down) (Eh) = 0.0133 / 0.0085
- HOMO-LUMO gap (spin up / spin down) (hartree) = 0.28521 / 0.28443

Geometry as ORCA input:
```
! wB97M-V def2-TZVPD RIJCOSX def2/J DEFGRID3
* xyz 0 4
Cr -1.1332 0.1400 -0.7274
C 2.8817 1.0053 0.7994
C 1.7531 0.5020 -0.0586
N 0.5222 0.5696 0.3581
N 0.3517 1.0631 1.6525
C -0.8508 1.0773 2.0995
S -2.3125 0.5563 1.3225
S -1.1465 1.7189 3.7159
C 0.5161 1.8005 4.4353
C 1.0035 0.4704 4.9399
C 0.4946 -0.0567 6.1241
C 0.9241 -1.2872 6.5942
C 1.8723 -2.0108 5.8831
C 2.3848 -1.4942 4.7030
C 1.9527 -0.2609 4.2350
C 2.1123 -0.0499 -1.3673
C 3.4706 -0.3245 -1.6251
C 3.9134 -0.8309 -2.8233
C 2.9852 -1.0722 -3.8416
C 1.6550 -0.8135 -3.6367
C 1.1739 -0.3081 -2.4048
O -0.1036 -0.0951 -2.3066
H 2.5078 1.5772 1.6366
H 3.5395 1.6292 0.1952
H 3.4761 0.1693 1.1745
H 0.4148 2.5082 5.2593
H 1.1954 2.2317 3.7023
H -0.2540 0.5000 6.6778
H 0.5182 -1.6838 7.5165
H 2.2097 -2.9725 6.2480
H 3.1229 -2.0538 4.1415
H 2.3412 0.1359 3.3074
H 4.2047 -0.1478 -0.8506
H 4.9645 -1.0394 -2.9703
H 3.3159 -1.4665 -4.7954
H 0.9165 -0.9995 -4.4066
C -3.2288 4.8647 -2.7254
N -2.1787 3.9075 -2.4541
C -2.1776 3.0364 -1.4180
N -3.1557 3.1396 -0.5008
O -1.2762 2.1790 -1.3410
H -2.9817 5.4063 -3.6340
H -3.3082 5.5995 -1.9212
H -4.2002 4.3837 -2.8701
H -1.5105 3.6794 -3.1675
H -3.8700 3.8421 -0.5514
H -3.0902 2.5283 0.3054
Cl -3.2128 -0.4494 -2.0023
C -2.5425 -2.0091 -2.5241
C -2.9922 -2.5499 -3.7094
C -2.4042 -3.7287 -4.1469
C -1.3924 -4.3076 -3.3949
C -0.9786 -3.7326 -2.2028
C -1.5560 -2.5580 -1.7137
C -1.1580 -1.8976 -0.4429
H -3.7647 -2.0559 -4.2834
H -2.7299 -4.1808 -5.0752
H -0.9187 -5.2184 -3.7405
H -0.1891 -4.1965 -1.6232
H -0.1845 -2.2630 -0.1086
H -1.8922 -2.1070 0.3389
*
```

# 3
Here is a structure of composition C25H26ClIrN4O at a distorted geometry from the Open Molecules 2025 dataset. Energies are from ωB97M-V with the def2-TZVPD basis set.

Results
- F_max (eV Å⁻¹) = 4.12
- energy relative to the best compared isomer or geometry (same formula, charge and spin) (eV) = 1.445
- energy (eV) = -49710.178
- lowest unoccupied orbital energy (spin up / spin down) (Eh) = 0.0157 / -0.0578
- HOMO-LUMO gap (spin up / spin down) (hartree) = 0.19264 / 0.24003

Geometry as ORCA input:
```
! wB97M-V def2-TZVPD RIJCOSX def2/J DEFGRID3
* xyz 0 5
Ir 0.8051 0.7371 0.0202
C 3.1910 4.4247 -0.0085
C 2.7463 3.1274 0.0035
N 1.4506 2.7793 0.0023
C 0.5074 3.7929 -0.0112
C 0.9143 5.1630 -0.0241
C 2.2535 5.4687 -0.0228
C -0.1092 6.1790 -0.0378
C -1.4100 5.8527 -0.0378
C -1.8390 4.4754 -0.0242
C -3.1674 4.1248 -0.0230
C -3.4973 2.7609 -0.0086
C -2.4854 1.8321 0.0034
N -1.1712 2.1062 0.0025
C -0.8416 3.4497 -0.0113
H 4.2534 4.6171 -0.0067
H 3.4453 2.3063 0.0143
H 2.5732 6.5034 -0.0324
H 0.1976 7.2178 -0.0476
H -2.1703 6.6244 -0.0476
H -3.9360 4.8872 -0.0326
H -4.5250 2.4275 -0.0070
H -2.7581 0.7902 0.0135
O 2.5296 0.5677 0.0125
Cl -5.8315 -4.2591 -0.0053
C -4.4513 -3.2146 -0.0005
C -3.8075 -2.9263 -1.1990
C -2.7053 -2.0998 -1.1941
C -2.2174 -1.5451 0.0100
C -1.0674 -0.7325 0.0233
C -2.8991 -1.8552 1.2083
C -4.0027 -2.6792 1.2027
H -4.1718 -3.3537 -2.1226
H -2.1992 -1.8764 -2.1252
H -0.4444 -0.6767 -0.9079
H -0.4615 -0.6673 0.9633
H -2.5453 -1.4386 2.1431
H -4.5189 -2.9152 2.1227
C 0.7811 -2.9407 0.5823
C 1.4174 -4.3484 0.5174
N 2.7565 -4.2878 -0.0511
C 3.5359 -3.3861 0.7976
C 2.9095 -1.9690 0.8684
N 1.6784 -1.8791 0.0547
C 2.0144 -2.2662 -1.3256
C 2.6483 -3.6828 -1.3799
H 0.5177 -2.6843 1.6115
H -0.1388 -2.9454 0.0052
H 0.8031 -5.0166 -0.0898
H 1.4749 -4.7954 1.5118
H 4.5503 -3.3259 0.3991
H 3.6155 -3.8276 1.7928
H 3.6189 -1.2345 0.4988
H 2.6619 -1.6783 1.8902
H 2.7063 -1.5223 -1.7227
H 1.1076 -2.2105 -1.9339
H 3.6472 -3.6296 -1.8162
H 2.0605 -4.3451 -2.0185
*
```

# 4
Here is a structure of composition C25H26ClKN5 at a distorted geometry from the Open Molecules 2025 dataset. Energies are from ωB97M-V with the def2-TZVPD basis set.

Results
- F_max (eV Å⁻¹) = 1.31
- energy relative to the best compared isomer or geometry (same formula, charge and spin) (eV) = 0.067
- energy (eV) = -62642.714
- lowest unoccupied orbital energy (spin up / spin down) (Eh) = 0.0818 / 0.0821
- HOMO-LUMO gap (spin up / spin down) (hartree) = 0.10418 / 0.14441

Geometry as ORCA input:
```
! wB97M-V def2-TZVPD RIJCOSX def2/J DEFGRID3
* xyz -1 1
K -0.3433 -1.0084 0.1748
C 1.3698 1.4670 1.6861
C 2.4387 0.8056 0.7878
C 2.9386 -0.5205 1.3001
C 4.0782 -0.6018 2.1093
C 4.4785 -1.8253 2.5795
C 3.7567 -2.9457 2.2416
C 2.6512 -2.7796 1.4136
N 2.2639 -1.6056 0.9597
N 0.0144 1.4415 1.1285
C -0.1694 2.4119 0.0750
C -1.2713 2.1455 -0.9305
C -1.6501 3.1707 -1.8026
C -2.5709 2.9026 -2.7774
C -3.1157 1.6409 -2.8721
C -2.7025 0.6911 -1.9469
N -1.8157 0.9502 -1.0044
C -1.0136 1.5413 2.1534
C -1.1051 0.3707 3.1125
C -1.8117 0.5744 4.2787
C -1.9681 -0.4862 5.1935
C -1.3599 -1.7125 4.8583
C -0.6288 -1.8012 3.6950
N -0.4971 -0.7960 2.7857
H 1.6647 2.5001 1.9116
H 1.3336 0.9365 2.6358
H 3.2913 1.4808 0.7053
H 2.0626 0.6737 -0.2295
H 4.6252 0.3004 2.3606
H 5.3543 -1.9008 3.2138
H 4.0361 -3.9289 2.5934
H 2.0588 -3.6312 1.0910
H 0.7619 2.4613 -0.4976
H -0.3198 3.4283 0.4700
H -1.2062 4.1555 -1.7024
H -2.8669 3.6810 -3.4721
H -3.8302 1.3760 -3.6350
H -3.1094 -0.3164 -1.9742
H -1.9696 1.6547 1.6351
H -0.8682 2.4509 2.7546
H -2.2395 1.5546 4.4629
H -2.5439 -0.3635 6.1021
H -1.4191 -2.5807 5.5046
H -0.1087 -2.7313 3.4683
Cl -3.5476 -1.6006 -5.2746
C -1.9259 -1.1336 -4.7686
C -1.3728 0.0452 -5.3100
C -0.1155 0.3988 -4.7412
C 0.5119 -0.3869 -3.8331
N -0.0179 -1.6075 -3.4057
C -1.3078 -1.9191 -3.8532
H -1.9008 0.6358 -6.0423
H 0.3924 1.3112 -5.0344
H 1.4820 -0.1465 -3.4222
H -1.7555 -2.8118 -3.4458
C 0.6295 -2.3990 -2.3636
H 0.5550 -3.4513 -2.6655
H 1.6989 -2.1661 -2.4370
*
```

- Which of these has the highest energy?
  C25H26ClIrN4O

- The lowest energy relative to the best compared isomer or geometry (same formula, charge and spin) belongs to which entry?
  C25H26ClKN5

- Look up the energy relative to the best compared isomer or geometry (same formula, charge and spin) of the second one.
  0.401 eV

- Which value of F_max does entry 4 give?
  1.31 eV Å⁻¹